# 1
{"formula": "C51H77CsN4O2S", "method": "ωB97M-V with the def2-TZVPD basis set", "elements": ["Cs", "C", "N", "C", "C", "C", "N", "C", "C", "C", "C", "C", "C", "C", "O", "C", "C", "C", "C", "C", "C", "C", "C", "C", "C", "C", "C", "C", "C", "C", "O", "C", "C", "C", "C", "C", "C", "C", "C", "H", "H", "H", "H", "H", "H", "H", "H", "H", "H", "H", "H", "H", "H", "H", "H", "H", "H", "H", "H", "H", "H", "H", "H", "H", "H", "H", "H", "H", "H", "H", "H", "H", "H", "H", "H", "H", "H", "H", "H", "H", "H", "H", "H", "H", "H", "H", "H", "H", "H", "H", "H", "H", "H", "C", "C", "C", "C", "C", "C", "C", "C", "C", "C", "H", "H", "H", "H", "H", "H", "H", "H", "H", "H", "H", "H", "H", "H", "H", "N", "C", "S", "N", "C", "C", "C", "C", "C", "C", "H", "H", "H", "H", "H", "H", "H", "H"], "positions_angstrom": [[1.196, 0.078, -0.538], [-3.528, 1.617, -3.525], [-2.450, 0.856, -2.942], [-1.431, 0.542, -3.920], [-2.913, -0.344, -2.253], [-2.023, -0.647, -1.059], [-2.348, -1.939, -0.441], [-2.715, -1.809, 0.975], [-3.876, -0.860, 1.106], [-5.128, -1.275, 0.696], [-6.223, -0.420, 0.655], [-5.995, 0.901, 1.039], [-4.756, 1.377, 1.454], [-3.648, 0.483, 1.519], [-2.472, 0.859, 1.948], [-4.550, 2.848, 1.816], [-5.839, 3.666, 1.697], [-4.061, 2.981, 3.269], [-3.519, 3.478, 0.861], [-7.578, -0.934, 0.173], [-8.032, -2.107, 1.051], [-7.459, -1.416, -1.281], [-8.661, 0.145, 0.226], [-1.304, -2.945, -0.643], [-1.026, -3.211, -2.105], [-1.904, -4.012, -2.802], [-1.740, -4.300, -4.157], [-0.622, -3.748, -4.767], [0.304, -2.927, -4.120], [0.109, -2.615, -2.744], [0.866, -1.817, -2.064], [1.491, -2.428, -4.967], [2.443, -1.452, -4.266], [2.329, -3.641, -5.404], [0.979, -1.705, -6.226], [-2.767, -5.164, -4.886], [-2.420, -5.357, -6.362], [-2.850, -6.550, -4.231], [-4.146, -4.494, -4.806], [-3.140, 2.550, -3.942], [-4.266, 1.867, -2.758], [-4.047, 1.075, -4.338], [-1.834, -0.045, -4.766], [-0.636, -0.053, -3.467], [-0.988, 1.460, -4.315], [-2.939, -1.217, -2.928], [-3.934, -0.178, -1.899], [-2.128, 0.159, -0.336], [-0.981, -0.638, -1.383], [-1.879, -1.461, 1.599], [-2.993, -2.811, 1.321], [-5.228, -2.306, 0.365], [-6.818, 1.600, 1.003], [-6.614, 3.315, 2.384], [-6.247, 3.641, 0.684], [-5.620, 4.709, 1.943], [-4.777, 2.516, 3.954], [-3.971, 4.039, 3.539], [-3.095, 2.499, 3.395], [-3.897, 3.471, -0.167], [-2.582, 2.930, 0.888], [-3.330, 4.519, 1.145], [-7.316, -2.928, 1.010], [-9.004, -2.487, 0.720], [-8.117, -1.796, 2.095], [-6.704, -2.197, -1.379], [-7.161, -0.592, -1.932], [-8.414, -1.816, -1.638], [-8.807, 0.518, 1.241], [-9.610, -0.269, -0.125], [-8.409, 0.995, -0.412], [-1.659, -3.870, -0.178], [-0.358, -2.676, -0.148], [-2.758, -4.407, -2.257], [-0.446, -3.964, -5.814], [2.893, -1.880, -3.373], [1.940, -0.535, -3.964], [3.236, -1.185, -4.976], [2.722, -4.164, -4.529], [3.174, -3.320, -6.021], [1.735, -4.354, -5.980], [0.372, -0.841, -5.948], [0.370, -2.351, -6.860], [1.826, -1.349, -6.822], [-1.461, -5.865, -6.487], [-2.367, -4.402, -6.888], [-3.190, -5.965, -6.844], [-1.881, -7.052, -4.274], [-3.591, -7.176, -4.737], [-3.135, -6.469, -3.181], [-4.126, -3.515, -5.290], [-4.452, -4.338, -3.771], [-4.907, -5.110, -5.298], [2.576, 2.884, -0.315], [2.548, 2.638, 1.074], [3.394, 1.536, 1.336], [3.941, 1.104, 0.107], [3.436, 1.938, -0.914], [3.669, 1.825, -2.394], [4.833, -0.093, -0.052], [3.707, 0.911, 2.665], [1.800, 3.456, 2.088], [1.803, 3.943, -1.046], [4.361, 2.591, -2.767], [2.740, 1.936, -2.971], [4.095, 0.858, -2.673], [5.814, 0.051, 0.418], [5.022, -0.319, -1.105], [4.410, -1.004, 0.394], [4.762, 0.627, 2.731], [3.141, -0.007, 2.879], [3.513, 1.592, 3.498], [1.919, 3.055, 3.097], [0.721, 3.493, 1.899], [2.145, 4.497, 2.122], [2.448, 4.560, -1.683], [1.306, 4.617, -0.344], [1.016, 3.542, -1.702], [0.186, 0.452, 3.201], [-0.386, -0.010, 4.330], [0.497, -0.465, 5.696], [-1.729, -0.053, 4.226], [-2.586, -0.699, 5.146], [-3.515, 0.048, 5.855], [-4.410, -0.586, 6.708], [-4.371, -1.964, 6.859], [-3.437, -2.710, 6.148], [-2.550, -2.081, 5.290], [1.146, 0.748, 3.253], [-0.418, 0.847, 2.488], [-2.096, 0.247, 3.278], [-3.531, 1.123, 5.723], [-5.140, 0.001, 7.252], [-5.067, -2.457, 7.526], [-3.407, -3.787, 6.257], [-1.819, -2.645, 4.726]], "forces_ev_per_angstrom": [[0.099, 1.099, 1.440], [-0.063, 0.028, -0.034], [-0.006, 0.077, 0.048], [0.078, 0.005, -0.048], [-0.163, -0.042, -0.007], [0.011, -0.207, -0.073], [0.098, 0.031, 0.094], [-0.037, -0.033, -0.176], [0.084, 0.148, 0.076], [-0.058, -0.018, -0.043], [0.049, 0.009, 0.031], [-0.045, 0.020, -0.098], [0.154, -0.007, 0.032], [-0.110, -0.156, 0.209], [-0.044, 0.163, -0.487], [0.033, 0.067, 0.009], [-0.044, 0.037, -0.023], [-0.064, 0.006, 0.001], [-0.122, 0.014, 0.006], [-0.007, 0.021, -0.020], [-0.006, -0.046, 0.029], [0.022, 0.009, -0.004], [-0.010, 0.024, 0.002], [0.051, -0.035, -0.108], [-0.054, -0.078, -0.009], [-0.006, -0.029, -0.024], [-0.012, -0.007, 0.034], [0.044, 0.036, -0.011], [-0.066, -0.010, -0.071], [0.028, 0.031, 0.130], [-0.268, -1.292, -1.058], [-0.016, -0.024, 0.013], [0.058, 0.034, -0.013], [0.025, -0.011, -0.024], [0.001, -0.002, 0.002], [0.004, 0.039, 0.019], [0.013, -0.011, -0.048], [-0.006, -0.014, 0.027], [-0.037, -0.002, -0.014], [0.007, -0.002, -0.008], [0.067, -0.025, -0.038], [0.002, -0.014, 0.008], [-0.004, -0.002, -0.004], [0.002, -0.017, 0.007], [-0.011, 0.006, -0.002], [-0.004, 0.046, 0.013], [0.022, -0.020, 0.066], [-0.001, 0.072, 0.035], [-0.499, -0.281, -0.251], [0.045, -0.026, -0.047], [-0.034, 0.041, 0.044], [0.011, 0.001, 0.002], [-0.022, -0.024, 0.008], [0.015, -0.018, 0.015], [0.023, 0.014, -0.005], [-0.009, -0.002, 0.001], [0.016, 0.013, -0.045], [0.016, 0.020, -0.007], [0.008, -0.013, 0.002], [0.005, -0.025, 0.053], [0.067, -0.060, 0.027], [0.009, -0.002, 0.004], [-0.001, 0.004, -0.004], [-0.002, 0.001, -0.006], [-0.006, 0.018, -0.010], [-0.005, -0.004, 0.017], [-0.011, 0.006, 0.003], [-0.007, 0.003, -0.004], [0.006, -0.017, 0.012], [0.000, -0.003, -0.001], [-0.001, -0.010, -0.013], [-0.010, 0.022, 0.010], [-0.036, 0.036, 0.041], [-0.008, -0.003, -0.011], [-0.018, -0.001, -0.011], [-0.014, -0.021, -0.018], [-0.035, -0.006, -0.003], [0.013, -0.005, 0.016], [-0.007, 0.012, 0.009], [-0.003, -0.005, -0.004], [0.002, 0.005, 0.000], [-0.011, 0.011, 0.017], [-0.011, -0.017, 0.004], [-0.002, -0.003, -0.003], [-0.003, -0.004, 0.017], [-0.013, 0.006, 0.008], [0.002, -0.002, 0.000], [0.002, 0.008, -0.013], [0.000, 0.004, -0.005], [0.003, 0.002, -0.001], [0.016, -0.006, -0.008], [0.009, -0.012, 0.005], [0.001, 0.003, -0.003], [0.120, 0.022, 0.005], [0.094, -0.023, -0.030], [0.019, 0.056, -0.071], [0.194, 0.129, 0.023], [0.280, 0.274, 0.005], [0.086, 0.008, 0.031], [0.084, 0.035, -0.067], [0.025, -0.024, 0.073], [-0.095, 0.023, 0.056], [0.028, 0.057, 0.019], [-0.043, 0.011, -0.051], [0.030, 0.018, 0.043], [-0.008, -0.011, 0.021], [-0.003, -0.022, 0.018], [-0.011, 0.016, -0.001], [-0.025, 0.025, 0.013], [0.002, 0.029, -0.002], [-0.002, -0.013, -0.042], [-0.013, 0.007, -0.008], [0.024, -0.004, -0.001], [0.015, -0.016, -0.023], [0.014, -0.009, -0.017], [-0.009, -0.006, -0.007], [-0.006, -0.007, -0.004], [0.014, -0.040, 0.013], [0.408, 0.215, -0.192], [-0.558, -0.144, 0.199], [0.022, 0.038, -0.132], [0.461, -0.305, 0.356], [0.132, 0.069, -0.138], [-0.100, -0.026, 0.037], [0.030, 0.042, -0.042], [-0.019, -0.025, 0.030], [0.013, 0.016, -0.016], [-0.048, -0.035, 0.103], [-0.008, -0.018, -0.064], [0.060, -0.011, 0.018], [-0.409, 0.108, 0.103], [0.008, -0.034, -0.002], [0.003, -0.007, 0.008], [-0.001, -0.004, -0.009], [0.001, 0.001, 0.004], [0.004, 0.006, 0.010]], "homo_lumo_gap_ev": 5.45, "e_homo_ev": -1.78, "total_energy_ev": -75579.305, "total_charge": -2}

# 2
{"formula": "C5H11N2", "method": "ωB97M-V with the def2-TZVPD basis set", "elements": ["C", "C", "C", "C", "C", "N", "N", "H", "H", "H", "H", "H", "H", "H", "H", "H", "H", "H"], "positions_angstrom": [[2.184, -0.193, 0.085], [-2.153, -0.016, 1.076], [-1.779, 1.206, 0.135], [-1.431, -0.123, -0.198], [-1.135, -1.125, -1.180], [3.471, 0.177, -0.013], [1.188, 0.521, 0.374], [2.037, -1.227, -0.221], [-1.661, 0.169, 2.038], [-3.083, -0.579, 1.083], [-2.544, 1.644, -0.391], [-0.921, 1.923, 0.269], [-1.400, -0.963, -2.323], [-1.645, -2.078, -0.900], [-0.115, -1.278, -0.995], [4.218, -0.473, 0.067], [3.685, 0.914, 0.576], [1.084, 1.500, 0.517]], "forces_ev_per_angstrom": [[0.319, -0.058, -0.486], [2.217, 1.178, -0.151], [0.888, -0.097, 0.404], [0.152, -0.266, 1.006], [-3.111, -0.992, -2.227], [0.159, -0.240, -0.183], [-2.503, -1.578, -0.347], [-0.314, -0.200, 0.170], [-0.015, -0.809, -0.353], [-0.197, 0.482, -0.045], [-1.613, 1.078, -1.731], [-1.186, -0.948, 0.877], [0.926, 0.352, 2.458], [0.440, 0.605, -0.022], [1.899, -0.369, -0.177], [0.157, -1.076, -0.396], [0.507, 2.203, 0.921], [1.278, 0.734, 0.283]], "homo_lumo_gap_ev": 7.88, "e_homo_ev": -13.55, "total_energy_ev": -8332.878, "total_charge": 1}

# 3
{"formula": "C2H3NO3", "method": "ωB97M-V with the def2-TZVPD basis set", "elements": ["O", "C", "N", "O", "C", "O", "H", "H", "H"], "positions_angstrom": [[-0.254, -1.785, 1.259], [0.215, -0.697, 1.458], [-0.261, 0.371, 0.740], [-0.866, 0.031, -0.522], [-0.143, 0.296, -1.598], [1.018, 0.462, -1.637], [0.834, -0.307, 2.195], [0.319, 1.201, 0.570], [-0.863, 0.428, -2.466]], "forces_ev_per_angstrom": [[1.030, -0.491, 0.719], [-2.655, -0.541, -2.170], [0.223, 1.087, -2.114], [-1.195, 0.268, 1.917], [-1.696, 0.288, -1.449], [1.959, 0.420, -0.010], [1.663, 0.079, 1.992], [-0.032, -0.584, 0.403], [0.704, -0.526, 0.712]], "homo_lumo_gap_ev": 11.40, "e_homo_ev": -10.63, "total_energy_ev": -9753.080, "smiles": "O=CNOC=O"}

# 4
{"formula": "C19H32N2O3ReS5Sb", "method": "ωB97M-V with the def2-TZVPD basis set", "elements": ["Re", "S", "S", "S", "S", "C", "C", "C", "C", "Sb", "C", "C", "C", "C", "C", "C", "C", "C", "H", "H", "H", "H", "H", "H", "H", "H", "H", "H", "H", "H", "H", "H", "H", "H", "H", "H", "H", "H", "H", "H", "H", "H", "H", "H", "H", "O", "N", "O", "O", "S", "C", "N", "C", "C", "C", "C", "C", "C", "H", "H", "H", "H", "H"], "positions_angstrom": [[-0.197, -0.375, -1.453], [-1.548, -2.282, -1.773], [-3.495, -1.760, -2.167], [-3.279, 0.116, -2.961], [-2.096, 0.972, -1.511], [2.730, -1.884, 1.434], [2.109, -0.625, 2.031], [2.884, 0.624, 1.625], [2.119, -0.733, 3.555], [0.023, -0.455, 1.279], [-1.162, -2.129, 2.107], [-2.612, -1.856, 1.707], [-1.059, -2.212, 3.632], [-0.646, -3.422, 1.484], [-0.751, 1.470, 2.056], [-2.275, 1.418, 2.082], [-0.230, 1.742, 3.465], [-0.244, 2.550, 1.101], [3.802, -1.886, 1.668], [2.632, -1.947, 0.352], [2.304, -2.786, 1.871], [3.889, 0.555, 2.063], [2.429, 1.535, 2.011], [3.018, 0.735, 0.553], [3.164, -0.845, 3.875], [1.580, -1.600, 3.919], [1.727, 0.151, 4.048], [-3.058, -1.084, 2.332], [-3.192, -2.775, 1.851], [-2.723, -1.560, 0.663], [-1.214, -1.249, 4.125], [-0.110, -2.627, 3.959], [-1.844, -2.891, 3.990], [-0.637, -3.402, 0.397], [-1.311, -4.240, 1.788], [0.355, -3.669, 1.836], [-2.637, 0.793, 2.900], [-2.712, 1.064, 1.150], [-2.650, 2.435, 2.256], [-0.458, 0.931, 4.160], [-0.724, 2.645, 3.845], [0.842, 1.931, 3.482], [-0.641, 2.436, 0.094], [0.845, 2.575, 1.036], [-0.577, 3.528, 1.470], [3.485, 0.230, -1.847], [2.343, 0.027, -1.656], [1.463, 0.959, -1.397], [1.797, -1.157, -1.654], [0.156, -0.949, -6.089], [0.160, -1.216, -4.416], [0.003, -0.160, -3.662], [-0.101, 1.006, -4.449], [-0.194, 2.323, -3.997], [-0.283, 3.333, -4.931], [-0.270, 3.059, -6.307], [-0.147, 1.767, -6.767], [-0.058, 0.747, -5.819], [0.271, -2.212, -4.013], [-0.181, 2.546, -2.942], [-0.360, 4.360, -4.598], [-0.344, 3.874, -7.015], [-0.110, 1.549, -7.827]], "forces_ev_per_angstrom": [[-0.762, -0.218, -0.930], [0.650, 0.112, 0.156], [-0.186, 0.192, 0.016], [0.018, -0.225, -0.300], [0.237, 0.086, 0.507], [0.209, 0.018, 0.001], [-0.369, 0.022, -0.035], [0.185, -0.019, 0.101], [0.220, -0.017, -0.025], [-0.121, -0.063, 0.626], [0.156, 0.333, 0.034], [-0.076, -0.137, -0.001], [-0.190, -0.002, -0.029], [-0.070, -0.107, 0.123], [0.198, -0.346, -0.036], [-0.004, 0.213, 0.055], [-0.084, 0.128, 0.026], [-0.076, 0.142, 0.129], [-0.090, -0.017, -0.001], [0.018, -0.006, 0.013], [-0.021, -0.031, -0.002], [-0.085, 0.006, -0.046], [0.036, -0.004, 0.000], [-0.037, 0.024, 0.002], [-0.100, 0.006, -0.043], [-0.020, -0.077, 0.009], [-0.004, 0.007, 0.020], [-0.002, -0.110, -0.051], [0.036, 0.056, -0.001], [-0.010, -0.025, 0.010], [-0.012, -0.068, -0.039], [0.037, 0.007, 0.013], [0.063, 0.057, -0.030], [-0.025, 0.003, -0.008], [0.058, 0.051, -0.020], [0.028, -0.010, 0.019], [0.028, 0.076, -0.022], [-0.005, 0.003, 0.000], [0.026, -0.076, 0.006], [0.009, 0.046, -0.015], [0.044, -0.070, -0.040], [-0.036, 0.000, 0.008], [-0.033, 0.011, -0.055], [-0.040, 0.004, -0.006], [0.028, -0.070, -0.031], [-0.077, -0.006, 0.050], [-0.582, -0.088, 0.001], [0.566, -0.387, -0.269], [0.219, 0.578, -0.091], [0.015, -0.080, -0.067], [-0.066, 0.139, -0.057], [0.046, 0.152, 0.004], [0.087, -0.142, 0.191], [0.015, 0.022, 0.029], [-0.016, 0.010, 0.008], [-0.008, 0.015, 0.003], [0.017, -0.052, -0.014], [0.019, -0.023, -0.037], [-0.046, 0.023, 0.020], [-0.025, 0.022, 0.021], [0.016, -0.059, -0.005], [0.008, -0.039, 0.037], [-0.015, 0.007, 0.071]], "spin_multiplicity": 4, "s2": 3.784, "homo_lumo_gap_ev": [7.81, 6.09], "e_homo_ev": [-11.01, -11.18], "total_energy_ev": -92181.085, "total_charge": 1}

How do the records compare in ΔE to the lowest compared entry with this formula, charge and spin? In the order shown, they have 16.80 97.80 69.41 0.00 kcal per mole.